[1]
Computed, not measured: a cluster of 2 separate species, C7H17NO in total at a distorted geometry, with ωB97M-V/def2-TZVPD.

For the total energy, the calculation gives -11070.8208 eV. The largest force on an atom comes out at 2.00 eV/Å.

```
26
Properties=species:S:1:pos:R:3:forces:R:3:lowdin_charge:R:1
C -0.151 0.740 -1.455 -0.81 0.19 0.88 -0.241
C -0.532 0.747 -2.940 0.07 1.20 -0.42 -0.091
C 2.110 1.504 -1.770 0.57 -0.54 1.05 -0.048
C 1.001 -1.630 0.003 1.06 -0.59 1.45 -0.006
C 1.710 -0.807 -1.059 -1.48 -0.15 0.16 -0.479
O 2.499 -1.278 -1.835 0.69 0.27 0.25 0.089
N 1.243 0.537 -1.074 1.12 -0.28 -0.48 -0.135
H -0.470 1.647 -0.899 -0.18 -0.33 -0.64 0.130
H -0.781 -0.081 -1.096 0.40 0.21 0.48 0.094
H -1.607 0.666 -2.970 -0.44 -0.79 -0.06 0.067
H -0.016 -0.021 -3.505 -0.19 -0.42 0.02 0.084
H 3.128 1.115 -1.859 -0.43 -0.78 -1.21 0.087
H 1.386 -2.645 0.178 -0.80 -0.42 -1.78 0.088
H -0.441 1.667 -3.533 0.71 0.12 0.50 0.069
H 1.543 1.776 -2.658 1.13 0.58 -0.26 0.072
H 2.459 2.312 -1.115 -1.38 0.62 0.03 0.083
H 1.336 -1.438 1.028 -0.12 1.70 0.02 0.079
H -0.072 -1.463 -0.008 0.06 -0.60 0.03 0.054
C -2.325 -0.537 2.756 0.18 -0.17 0.02 -0.161
C -1.348 -0.313 3.903 1.28 0.11 0.01 -0.176
H -2.839 0.399 2.542 -0.17 -0.15 -0.26 0.061
H -1.756 -0.854 1.878 -0.24 0.15 -0.07 0.042
H -3.053 -1.333 2.945 -0.01 0.31 0.14 0.064
H -1.455 0.626 4.445 -0.65 -0.21 0.26 0.060
H -1.232 -1.154 4.588 -0.40 0.10 0.13 0.061
H -0.335 -0.182 3.510 0.01 -0.13 -0.24 0.052
```
Positions in Å, forces in eV/Å.

---

[2]
Computed, not measured: a cluster of 2 separate species, C7H11N3O in total at a distorted geometry, with ωB97M-V/def2-TZVPD.

For the total energy, the calculation gives -13948.6996 eV. The largest force on an atom comes out at 1.52 eV/Å.

```
22
Properties=species:S:1:pos:R:3:forces:R:3:lowdin_charge:R:1
C -3.615 0.000 0.657 -0.18 -0.02 0.19 -0.104
C -2.753 0.177 -0.575 -0.10 -0.15 -0.90 -0.272
C -1.503 0.875 -0.368 0.68 0.15 0.30 -0.034
C -0.431 1.397 -0.197 0.65 0.62 0.02 -0.037
C 0.802 2.051 -0.056 0.02 0.12 0.00 -0.127
C 1.863 2.628 0.052 -1.42 -0.54 -0.08 0.105
C 2.180 -1.061 0.491 -0.14 -1.23 0.11 -0.243
H -4.503 -0.565 0.373 -0.02 -0.03 0.16 0.071
H -3.077 -0.543 1.437 -0.07 0.03 -0.06 0.078
H -3.939 0.959 1.062 0.07 -0.03 0.00 0.077
H -3.298 0.720 -1.361 -0.05 -0.09 0.20 0.118
H -2.521 -0.804 -1.020 0.02 0.20 0.20 0.109
H 2.815 3.079 0.129 0.23 0.27 0.12 0.050
H -0.004 -2.176 -1.352 0.18 -0.02 0.00 0.074
H 0.343 -2.618 0.220 -0.09 0.20 -0.31 0.076
H 1.965 -1.670 1.400 0.16 0.53 -0.40 0.132
H 4.170 -0.738 0.800 -0.24 -0.10 0.25 0.122
H 2.875 1.099 -0.681 0.50 -0.76 0.09 0.026
N 0.274 -1.837 -0.442 -0.06 -0.46 0.41 -0.015
N 1.470 -1.136 -0.557 0.03 0.48 0.34 -0.035
N 3.308 -0.244 0.596 -0.16 0.17 -0.03 -0.072
O 3.579 0.409 -0.610 0.00 0.67 -0.61 -0.101
```
Positions in Å, forces in eV/Å.

---

[3]
Computed, not measured: a structure of composition C36H34BClF2N11O13S2SiTi at a distorted geometry, with ωB97M-V/def2-TZVPD.

Its total charge is -2. Its multiplicity is 2. For the total energy, the calculation gives -152194.2083 eV. The largest force on an atom comes out at 1.34 eV/Å.

```
102
Properties=species:S:1:pos:R:3:forces:R:3:lowdin_charge:R:1
Ti -0.818 0.220 -0.237 -0.16 -0.75 0.72 1.061
N 1.657 -1.549 3.520 0.10 -0.02 0.10 0.112
C 2.241 -2.581 2.825 0.00 0.01 0.01 -0.089
C 1.708 -2.515 1.572 -0.14 0.07 -0.06 -0.122
N 0.818 -1.473 1.486 0.30 0.03 0.20 0.111
C 0.812 -0.905 2.668 -0.28 0.19 -0.01 -0.276
C 0.008 0.258 3.080 -0.05 -0.34 -0.17 -0.281
N -1.060 0.712 2.470 0.31 0.01 0.18 0.108
C -1.520 1.752 3.238 -0.06 -0.12 -0.28 -0.112
C -0.723 1.924 4.321 0.08 -0.05 0.12 -0.084
N 0.249 0.951 4.223 0.09 0.13 0.20 0.111
H 1.806 -1.338 4.489 -0.03 -0.02 0.02 0.146
H 2.954 -3.250 3.277 -0.05 0.03 -0.02 0.107
H 1.906 -3.156 0.726 -0.02 0.04 0.06 0.103
H -2.387 2.322 2.946 0.07 0.00 -0.04 0.115
H -0.733 2.643 5.122 0.01 -0.02 -0.04 0.107
H 1.102 0.940 4.752 0.02 0.00 -0.01 0.147
Cl 5.450 -3.327 -2.369 -0.02 0.05 0.02 0.640
C 4.811 -1.747 -2.005 0.03 -0.09 -0.01 -0.653
C 5.616 -0.630 -2.095 0.11 0.00 -0.03 -0.108
C 5.050 0.601 -1.809 0.03 0.06 -0.02 -0.045
C 3.716 0.658 -1.437 -0.16 -0.13 -0.12 -0.131
N 2.947 -0.428 -1.328 0.47 -0.36 -0.23 0.094
C 3.486 -1.610 -1.620 -0.21 0.20 0.11 -0.155
H 6.653 -0.725 -2.390 -0.01 -0.01 0.00 0.101
H 5.637 1.509 -1.873 -0.03 -0.03 0.00 0.106
H 3.236 1.610 -1.226 0.07 -0.11 -0.09 0.092
H 2.837 -2.480 -1.549 0.05 0.06 -0.01 0.102
F -0.657 2.200 -2.632 0.05 -0.24 -0.04 0.160
B -0.047 1.095 -2.136 0.25 0.79 -0.66 -0.565
F 1.107 0.885 -2.805 -0.23 -0.10 -0.05 0.133
O -1.452 -8.874 -1.355 -0.01 -0.01 0.22 -0.373
S -1.574 -9.299 -2.731 0.02 0.19 -0.13 0.376
O -2.928 -9.579 -3.173 -0.14 -0.09 -0.01 -0.371
O -0.578 -10.259 -3.163 0.12 -0.18 -0.02 -0.376
C -1.157 -7.815 -3.703 0.06 0.23 -0.12 -0.340
N -1.001 -7.996 -5.023 0.02 0.15 0.18 0.113
C -0.681 -6.915 -5.718 -0.04 -0.15 0.00 -0.134
C -0.517 -5.665 -5.148 0.03 0.08 -0.21 -0.013
C -0.723 -5.576 -3.784 0.03 0.15 0.27 -0.215
N -1.040 -6.652 -3.065 -0.03 -0.19 -0.12 0.164
C -0.562 -4.292 -3.028 0.00 -0.19 -0.15 -0.130
C -0.246 -3.089 -3.646 0.05 -0.01 -0.05 0.003
C -0.048 -1.956 -2.877 0.11 -0.05 0.03 -0.123
N -0.151 -1.942 -1.547 -0.30 0.20 -0.03 0.065
C -0.491 -3.097 -0.965 0.19 0.12 0.25 -0.132
C -0.693 -4.279 -1.647 0.00 -0.19 -0.03 0.020
H -0.543 -7.054 -6.788 -0.01 0.01 0.01 0.101
H -0.237 -4.815 -5.752 -0.02 -0.02 0.00 0.093
H -0.149 -3.010 -4.721 0.01 0.02 0.04 0.102
H 0.229 -1.029 -3.356 -0.04 -0.01 0.01 0.095
H -0.596 -3.060 0.110 -0.05 0.02 -0.06 0.087
H -0.953 -5.196 -1.130 0.03 0.07 0.00 0.120
C 6.627 0.754 3.652 -0.07 0.03 -0.03 -0.062
C 5.372 1.126 2.898 0.06 0.09 0.03 -0.283
C 4.950 2.455 2.812 0.01 -0.03 -0.01 -0.048
C 3.792 2.793 2.127 -0.04 -0.16 -0.07 -0.046
C 3.041 1.796 1.505 0.19 0.07 0.22 -0.249
C 3.453 0.476 1.573 0.00 -0.06 0.02 -0.070
C 4.610 0.149 2.269 0.05 -0.04 0.01 -0.036
S 1.524 2.313 0.733 0.00 -0.35 -0.07 0.515
O 1.880 3.158 -0.376 -0.01 0.06 -0.09 -0.274
O 0.798 2.912 1.816 -0.17 0.14 0.04 -0.264
O 0.930 1.005 0.259 0.66 0.98 0.64 -0.443
H 7.189 1.643 3.941 -0.01 -0.03 -0.01 0.067
H 7.279 0.122 3.043 -0.04 0.03 0.03 0.076
H 6.391 0.196 4.563 0.01 0.02 -0.05 0.075
H 5.538 3.234 3.289 -0.03 -0.04 -0.03 0.104
H 3.453 3.822 2.068 0.05 -0.06 0.03 0.119
H 2.883 -0.286 1.059 0.00 0.09 0.11 0.077
H 4.927 -0.890 2.316 -0.04 0.07 -0.04 0.113
O -6.664 2.044 -3.575 -0.04 -0.08 -0.06 0.058
N -6.141 3.001 -3.038 0.28 -0.06 0.17 -0.360
O -6.582 4.136 -3.100 -0.01 0.06 0.00 0.044
C -4.911 2.768 -2.266 -0.31 -0.32 -0.33 -0.145
C -4.340 3.824 -1.622 -0.03 0.48 0.13 0.053
C -3.198 3.620 -0.855 0.24 0.28 0.42 -0.046
C -2.628 2.349 -0.715 0.34 -0.07 0.01 -0.243
O -1.598 2.009 0.015 -0.45 -0.09 -0.40 -0.134
C -3.210 1.313 -1.505 0.37 -0.03 0.29 -0.199
C -4.348 1.488 -2.240 -0.48 -0.02 -0.31 0.081
N -2.466 0.149 -1.440 -0.49 0.45 -0.62 -0.221
O -2.847 -0.838 -2.138 -0.14 -0.18 0.00 -0.066
O -1.744 -1.150 0.578 -0.33 -0.61 0.12 -0.444
N -2.614 4.803 -0.207 -0.26 -0.27 -0.22 -0.342
O -3.174 5.880 -0.383 -0.02 0.04 0.01 0.031
O -1.615 4.661 0.457 0.15 0.01 0.18 0.105
H -4.759 4.814 -1.694 -0.02 0.00 0.02 0.122
H -4.767 0.659 -2.790 0.01 0.03 -0.02 0.124
C -4.323 -0.401 1.522 -0.15 0.25 -0.05 -0.147
Si -3.020 -1.737 1.385 -0.11 0.34 -0.20 0.277
C -3.809 -3.175 0.517 0.02 -0.37 -0.23 -0.162
C -2.515 -2.287 3.095 0.17 -0.10 0.42 -0.164
H -4.960 -0.503 2.408 0.05 -0.02 -0.08 0.028
H -4.966 -0.420 0.634 0.05 0.05 0.09 0.034
H -3.836 0.580 1.557 -0.07 -0.05 0.05 0.014
H -4.837 -3.313 0.873 0.09 -0.01 -0.04 0.030
H -3.274 -4.121 0.666 -0.06 0.12 -0.05 0.032
H -3.838 -2.970 -0.560 -0.04 -0.03 0.10 0.032
H -3.255 -2.983 3.509 0.08 0.08 -0.03 0.028
H -2.428 -1.433 3.777 0.02 -0.09 -0.06 0.019
H -1.546 -2.803 3.069 -0.11 0.03 0.01 0.024
```
Positions in Å, forces in eV/Å.

---

[4]
Computed, not measured: a structure of composition C3H7FO2Zn at a distorted geometry, with ωB97M-V/def2-TZVPD.

Its total charge is +1. Its multiplicity is 2. For the total energy, the calculation gives -58443.6784 eV. The largest force on an atom comes out at 4.43 eV/Å.

```
14
Properties=species:S:1:pos:R:3:forces:R:3:lowdin_charge:R:1
O 0.666 1.817 -0.479 0.30 1.40 0.28 -0.335
C -0.682 1.542 -0.576 -1.36 -0.57 -0.75 -0.297
C -1.059 0.187 -0.002 -0.21 -0.44 0.33 -0.168
O -0.125 -0.804 -0.473 0.52 1.28 -0.78 -0.223
C -0.022 -1.965 0.174 -0.30 -1.06 0.53 -0.030
Zn 2.078 0.811 -0.567 -1.08 0.09 -1.12 1.142
H -1.032 1.576 -1.627 0.30 0.09 0.33 0.134
H -1.287 2.284 -0.020 0.49 -0.11 -0.20 0.142
H -2.057 -0.122 -0.342 0.17 0.20 0.22 0.146
H -1.025 0.208 1.097 0.00 -0.09 -0.17 0.132
H 0.471 -2.744 -0.417 -0.11 0.30 0.36 0.079
H -0.830 -2.233 0.867 0.37 0.09 -0.21 0.084
H 2.138 -0.292 1.610 2.13 -0.23 -2.95 0.288
F 2.765 -0.263 0.755 -1.24 -0.96 4.15 -0.092
```
Positions in Å, forces in eV/Å.